No. 1
# C37H19MnN10O4

A structure of composition C37H19MnN10O4 (ωB97M-V/def2-TZVPD, the OMol25 dataset).

Last column: Löwdin spin population.
CARTESIAN COORDINATES (ANGSTROEM)
Mn (0.0086, 0.1662, -0.2765)  1.8936
C (5.0559, -3.8873, 0.3854)  0.0104
C (4.9422, -4.0156, -0.9992)  0.0106
C (4.0525, -3.2310, -1.7268)  0.0148
C (3.3043, -2.3167, -1.0146)  0.0031
C (2.2553, -1.3831, -1.4218)  0.0657
N (1.8565, -0.6114, -0.3582)  -0.0168
C (2.4600, -1.1571, 0.7500)  0.0659
N (2.2477, -0.8910, 2.0162)  -0.0001
C (1.3403, -0.0229, 2.4063)  0.0784
C (1.2704, 0.4763, 3.7780)  0.0109
C (1.9697, 0.1399, 4.9201)  0.0157
C (1.6800, 0.8629, 6.0714)  0.0196
C (0.7433, 1.8985, 6.0607)  0.0100
C (0.0652, 2.2484, 4.8974)  0.0234
C (0.3409, 1.5046, 3.7666)  0.0049
C (-0.1116, 1.6159, 2.3790)  0.1161
N (-0.7928, 2.6488, 1.9426)  -0.0188
C (-0.9144, 2.9012, 0.6503)  0.1375
N (-0.5239, 2.1298, -0.4169)  -0.0154
C (-1.0101, 2.7401, -1.5446)  0.1366
N (-1.0804, 2.2575, -2.7746)  -0.0194
C (-0.5531, 1.0991, -3.0877)  0.1114
N (0.1133, 0.2537, -2.2455)  -0.0033
C (0.7931, -0.6293, -3.0238)  0.0757
N (1.7784, -1.4150, -2.6462)  -0.0026
C (0.3751, -0.4937, -4.4198)  0.0103
C (0.6886, -1.2142, -5.5543)  0.0151
C (0.1005, -0.8009, -6.7455)  0.0190
C (-0.7487, 0.3057, -6.7885)  0.0093
C (-1.0427, 1.0367, -5.6420)  0.0228
C (-0.4730, 0.6036, -4.4615)  0.0045
C (-1.6218, 4.0185, -1.2052)  0.0149
C (-2.1594, 5.0266, -1.9863)  0.0261
C (-2.6584, 6.1390, -1.3228)  0.0212
C (-2.6236, 6.2301, 0.0725)  0.0203
C (-2.0825, 5.2129, 0.8478)  0.0269
C (-1.5814, 4.1105, 0.1762)  0.0141
N (0.4099, 0.5984, 1.6305)  -0.0040
C (3.4206, -2.1860, 0.3551)  0.0031
C (4.2875, -2.9664, 1.0911)  0.0149
H (5.7507, -4.5220, 0.9194)  0.0002
H (5.5540, -4.7443, -1.5143)  0.0002
H (3.9458, -3.3314, -2.7990)  0.0005
H (2.7050, -0.6546, 4.9146)  0.0004
H (2.1926, 0.6249, 6.9938)  0.0007
H (0.5469, 2.4422, 6.9753)  0.0000
H (-0.6499, 3.0601, 4.8756)  0.0008
H (1.3594, -2.0627, -5.5131)  0.0004
H (0.3055, -1.3447, -7.6578)  0.0007
H (-1.1853, 0.6001, -7.7340)  0.0000
H (-1.6905, 1.9032, -5.6701)  0.0008
H (-2.1872, 4.9483, -3.0652)  0.0009
H (-3.0808, 6.9550, -1.8941)  0.0005
H (-3.0247, 7.1122, 0.5539)  0.0004
H (-2.0504, 5.2713, 1.9278)  0.0010
H (4.3592, -2.8661, 2.1659)  0.0005
O (-4.5067, -3.5610, 0.3721)  -0.0001
C (-4.9750, -2.3270, 0.2721)  0.0000
O (-6.1470, -2.0649, 0.3106)  0.0000
C (-3.9802, -1.2206, 0.1221)  0.0011
C (-4.3396, 0.1079, 0.0623)  0.0026
N (-3.2101, 0.8243, -0.0557)  0.0026
N (-2.1330, 0.0375, -0.0924)  -0.0067
C (-2.5816, -1.1997, 0.0060)  0.0009
C (-1.5140, -2.2327, -0.0283)  0.0037
O (-1.7603, -3.4185, 0.0310)  0.0136
O (-0.3205, -1.7210, -0.1389)  0.0267
H (-3.5191, -3.6001, 0.3457)  -0.0001
H (-5.3181, 0.5585, 0.1085)  0.0001
H (-3.1165, 1.8272, -0.1080)  0.0010

As for the LUMO energy (alpha / beta): -4.80 / -5.65 eV. The relative energy (zero: lowest compared OMol25 entry of this formula, charge and spin) is 0.0000 eV. Its total charge is +1. The value obtained for the strongest force on any atom is 0.594 eV/A. Its multiplicity is 4. The HOMO-LUMO gap (alpha / beta) comes out at 5.10 / 6.68 eV.

No. 2
# C37H104N14O17

A cluster of 13 separate species, C37H104N14O17 in total at a distorted geometry (ωB97M-V/def2-TZVPD, the OMol25 dataset).

Last column: Löwdin charge in e.
CARTESIAN COORDINATES (ANGSTROEM)
C (-6.4481, 0.7850, 3.4967)  -0.8441
O (-5.6328, 1.4098, 2.8605)  0.0498
N (-7.4596, 1.3053, 4.0680)  0.1553
N (-6.4863, -0.4712, 3.7460)  0.1657
H (-7.3758, 2.3114, 4.0976)  0.1287
H (-8.2232, 0.7076, 4.3506)  0.1172
H (-5.7731, -1.0675, 3.3512)  0.1098
H (-7.2592, -1.0182, 4.0973)  0.1164
C (3.2777, -0.2281, 7.2924)  -0.7614
O (4.4903, -0.1380, 6.9444)  -0.0199
N (2.8645, 0.0587, 8.4994)  0.1446
N (2.2491, -0.4728, 6.6024)  0.1705
H (3.5216, 0.2197, 9.2493)  0.1194
H (1.8777, -0.0553, 8.6817)  0.1008
H (1.3436, -0.4624, 7.0498)  0.1102
H (2.2362, -0.3870, 5.5962)  0.1323
C (5.8162, -3.9148, -2.4734)  -0.8115
O (6.2943, -4.6944, -1.6548)  0.0232
N (5.4921, -2.6966, -2.1620)  0.1584
N (5.6578, -4.0522, -3.7242)  0.1604
H (5.0634, -2.2269, -2.9467)  0.0982
H (5.7562, -2.2366, -1.3025)  0.1257
H (5.9445, -4.9422, -4.1059)  0.1281
H (4.9313, -3.5161, -4.1769)  0.1113
C (8.3408, 0.2188, 2.0062)  -0.7305
O (7.1643, 0.0439, 1.6256)  -0.0127
N (9.3159, 0.5372, 1.1457)  0.1352
N (8.8504, 0.1525, 3.1968)  0.1622
H (10.2401, 0.5362, 1.5530)  0.0953
H (9.1228, 0.6494, 0.1607)  0.1130
H (9.8170, 0.4194, 3.3179)  0.1085
H (8.3253, -0.1420, 4.0078)  0.1300
C (5.6528, 5.3793, -0.7788)  -0.8096
O (5.4800, 5.9075, 0.2662)  0.0752
N (5.7391, 6.0226, -1.8995)  0.1582
N (5.6423, 4.0678, -1.0280)  0.1487
H (5.6387, 5.4290, -2.7104)  0.0938
H (5.6765, 7.0158, -2.0719)  0.1239
H (5.7322, 3.5283, -0.1789)  0.1121
H (6.0265, 3.7210, -1.8953)  0.0998
C (-2.5973, 1.6854, 7.4059)  -0.0594
C (-2.9621, 0.3189, 8.1097)  -0.3488
O (-1.8172, -0.3929, 8.3147)  -0.0806
H (-2.3808, 1.5667, 6.3443)  0.0689
H (-1.7804, 2.1432, 7.9638)  0.0647
H (-3.3756, 2.4309, 7.5693)  0.0637
H (-3.6487, -0.2796, 7.5110)  0.1020
H (-3.4817, 0.5048, 9.0496)  0.1031
H (-1.9847, -1.1848, 8.8309)  0.0896
C (0.1389, 1.8913, 1.9082)  -0.0981
C (1.3614, 1.5124, 1.1157)  -0.3473
O (2.1344, 0.9030, 2.0827)  -0.0796
H (-0.4979, 1.1284, 2.3561)  0.0739
H (-0.4964, 2.3920, 1.1777)  0.0680
H (0.3165, 2.6332, 2.6868)  0.0747
H (1.9874, 2.3816, 0.9141)  0.1147
H (1.0945, 0.9971, 0.1930)  0.1076
H (3.0495, 0.9911, 1.8062)  0.0861
C (0.5679, -2.5213, -3.1863)  -0.0605
C (0.9013, -1.6384, -4.4290)  -0.3362
O (2.2625, -1.7011, -4.7445)  -0.0926
H (-0.4408, -2.4237, -2.7849)  0.0668
H (1.2696, -2.2847, -2.3865)  0.0741
H (0.5334, -3.5272, -3.6049)  0.0687
H (0.6558, -0.5931, -4.2412)  0.0971
H (0.3033, -1.8098, -5.3241)  0.1041
H (2.5233, -1.1613, -5.4942)  0.0842
C (1.7074, 5.8032, 6.8014)  -0.0994
C (2.3313, 6.1365, 8.1052)  -0.3326
O (2.4298, 7.5448, 8.1878)  -0.0829
H (0.9340, 6.5283, 6.5479)  0.0752
H (1.2591, 4.8296, 6.6031)  0.0689
H (2.3442, 5.8489, 5.9179)  0.0750
H (3.2776, 5.6514, 8.3447)  0.1107
H (1.7351, 5.8486, 8.9711)  0.1053
H (1.7876, 7.8646, 8.8257)  0.0798
C (3.0732, 4.4241, -5.0123)  -0.1105
O (4.0824, 4.6867, -5.9847)  -0.1986
C (3.8799, 5.8852, -6.7315)  -0.2266
C (5.0090, 6.0843, -7.7218)  -0.1832
N (6.3129, 6.4064, -7.0470)  -0.0619
C (7.4335, 6.6160, -7.8868)  -0.2168
C (7.7960, 5.3255, -8.7100)  -0.2229
O (6.8922, 5.3071, -9.8110)  -0.2088
C (7.2893, 4.2910, -10.7585)  -0.0938
H (3.3171, 3.5714, -4.3786)  0.0851
H (2.0496, 4.4528, -5.3858)  0.0844
H (3.0587, 5.2526, -4.3042)  0.0738
H (3.8851, 6.7552, -6.0749)  0.1195
H (2.9276, 5.8338, -7.2594)  0.1214
H (4.7915, 6.9120, -8.3969)  0.1219
H (5.0188, 5.2468, -8.4194)  0.1061
H (6.5137, 5.7497, -6.3065)  0.1004
H (8.3264, 6.9170, -7.3389)  0.1129
H (7.1832, 7.3448, -8.6577)  0.1181
H (7.7403, 4.4641, -8.0444)  0.1188
H (8.8445, 5.4032, -8.9974)  0.1086
H (6.6174, 4.4281, -11.6057)  0.0837
H (7.1230, 3.2711, -10.4120)  0.0838
H (8.3126, 4.3988, -11.1181)  0.0829
C (-5.0851, 3.0923, -3.0451)  -0.1172
O (-5.5544, 3.2654, -4.3600)  -0.2037
C (-6.7723, 3.9914, -4.4854)  -0.2047
C (-7.3970, 3.6036, -5.8365)  -0.1883
N (-8.4615, 4.5451, -6.1997)  -0.0979
C (-9.4806, 4.0607, -7.1563)  -0.1965
C (-10.5195, 5.2110, -7.2917)  -0.1889
O (-11.2556, 5.4840, -6.0653)  -0.1921
C (-12.0787, 6.5986, -6.1835)  -0.1423
H (-4.9442, 4.0534, -2.5506)  0.0843
H (-4.1778, 2.4884, -3.0586)  0.0896
H (-5.8091, 2.5776, -2.4133)  0.0769
H (-6.4924, 5.0338, -4.3338)  0.1258
H (-7.4686, 3.7279, -3.6893)  0.1170
H (-7.9024, 2.6381, -5.8557)  0.1104
H (-6.6982, 3.6524, -6.6716)  0.1191
H (-8.9400, 4.9093, -5.3882)  0.0958
H (-9.9720, 3.1785, -6.7462)  0.1037
H (-9.0246, 3.5940, -8.0294)  0.1179
H (-11.2040, 4.8850, -8.0748)  0.1163
H (-9.8966, 6.0676, -7.5493)  0.1175
H (-12.4937, 6.8213, -5.2005)  0.0896
H (-12.8953, 6.3592, -6.8647)  0.0826
H (-11.6227, 7.5014, -6.5900)  0.0851
C (3.9907, -6.3022, 3.6175)  -0.0963
O (3.2852, -7.4929, 4.0164)  -0.1955
C (3.3050, -7.6086, 5.4504)  -0.2264
C (2.4814, -8.8124, 5.8530)  -0.2447
N (3.3048, -9.9893, 5.6820)  -0.0697
C (2.3992, -11.1411, 5.7040)  -0.1980
C (3.1986, -12.4364, 5.4491)  -0.2335
O (2.3266, -13.5579, 5.3201)  -0.1728
C (3.1222, -14.7400, 5.1943)  -0.1265
H (3.5056, -5.4417, 4.0783)  0.0832
H (3.9023, -6.3031, 2.5311)  0.0878
H (5.0603, -6.2919, 3.8271)  0.0851
H (2.9746, -6.6862, 5.9282)  0.1169
H (4.3122, -7.8403, 5.7966)  0.1207
H (1.5093, -8.8109, 5.3601)  0.1167
H (2.1956, -8.8026, 6.9048)  0.1174
H (3.7897, -9.9150, 4.7991)  0.1071
H (1.7860, -11.0705, 4.8056)  0.1213
H (1.8862, -11.2394, 6.6607)  0.1272
H (3.9169, -12.6413, 6.2429)  0.1175
H (3.7491, -12.2669, 4.5237)  0.1188
H (2.5339, -15.6476, 5.3295)  0.0820
H (4.0624, -14.8540, 5.7340)  0.0835
H (3.4215, -14.8819, 4.1558)  0.0782
C (-3.0250, -3.1817, 2.7253)  -0.1005
O (-4.1842, -3.2332, 1.8881)  -0.2025
C (-4.0306, -4.1640, 0.8122)  -0.2010
C (-5.4770, -4.4283, 0.3091)  -0.2387
N (-5.9758, -3.3084, -0.3952)  -0.0855
C (-7.3260, -3.6138, -0.9271)  -0.1822
C (-8.0174, -2.3018, -1.3795)  -0.1966
O (-8.7353, -1.6400, -0.3136)  -0.2114
C (-9.1604, -0.2968, -0.5978)  -0.1070
H (-2.2086, -2.9440, 2.0433)  0.0866
H (-2.7419, -4.0913, 3.2550)  0.0818
H (-3.1237, -2.4605, 3.5366)  0.0807
H (-3.6972, -5.1484, 1.1405)  0.1109
H (-3.3057, -3.9148, 0.0373)  0.1215
H (-6.1911, -4.5304, 1.1262)  0.1155
H (-5.5020, -5.3118, -0.3289)  0.1215
H (-5.9667, -2.4918, 0.1991)  0.1107
H (-7.9030, -4.0313, -0.1020)  0.1095
H (-7.3320, -4.3135, -1.7628)  0.1166
H (-8.8144, -2.5671, -2.0740)  0.1139
H (-7.2731, -1.6250, -1.7992)  0.1187
H (-8.3715, 0.3910, -0.9022)  0.0728
H (-9.4711, 0.1273, 0.3570)  0.0837
H (-9.8823, -0.2357, -1.4122)  0.0823

As for the LUMO energy: 0.14 eV. The relative energy (zero: lowest compared OMol25 entry of this formula, charge and spin) is 5.0791 eV. Its total charge is 0. The value obtained for the strongest force on any atom is 7.686 eV/A. The HOMO-LUMO gap comes out at 8.69 eV.

No. 3
# C14H20N2O3

An isolated molecule of C14H20N2O3 at a distorted geometry (ωB97M-V/def2-TZVPD, the OMol25 dataset).

Last column: Löwdin charge in e.
CARTESIAN COORDINATES (ANGSTROEM)
C (1.4033, 2.3467, -0.2769)  -0.0772
C (2.4426, 1.4411, 0.3272)  -0.3981
C (3.8372, 2.1129, 0.3981)  -0.0378
C (2.2891, 0.0637, -0.2926)  -0.1545
N (1.1965, -0.8996, 0.2491)  0.1493
C (0.2944, -1.5753, -0.5140)  -0.5099
O (0.4091, -1.5641, -1.7137)  0.0603
C (-0.7581, -2.3917, 0.1646)  -0.3023
N (-0.8168, -2.2353, 1.5843)  0.0635
C (-2.1415, -2.0442, -0.6395)  -0.0754
C (-2.7340, -0.6767, -0.2277)  -0.2239
C (-2.1251, 0.4709, -0.8314)  -0.0403
C (-2.7646, 1.6802, -0.7957)  -0.0948
C (-3.8444, 1.8547, 0.0620)  -0.0683
C (-4.4898, 0.7249, 0.6636)  -0.0428
C (-3.9643, -0.5766, 0.4160)  -0.0493
C (3.6094, -0.6696, -0.0618)  -0.3996
O (4.2377, -0.7310, 1.0316)  0.0335
O (4.0251, -1.5647, -0.9909)  0.1188
H (1.5351, 3.3152, 0.2452)  0.0873
H (0.4171, 1.8812, 0.0351)  0.0860
H (1.4649, 2.4592, -1.3628)  0.0881
H (2.1525, 1.1894, 1.3741)  0.1510
H (4.4113, 1.2672, 0.7381)  0.0482
H (3.9739, 2.6674, -0.6042)  0.1207
H (3.8577, 2.8324, 1.1648)  0.0593
H (2.0395, -0.0923, -1.3070)  0.1251
H (1.1409, -1.0470, 1.2769)  0.1467
H (-0.5253, -3.4124, -0.0864)  0.1430
H (-1.4618, -1.4907, 1.6625)  0.0525
H (-1.2241, -3.0045, 2.1297)  0.1002
H (-2.0826, -2.2671, -1.7417)  0.1259
H (-2.7739, -2.9674, -0.3080)  0.1304
H (-1.2215, 0.4307, -1.4552)  0.1141
H (-2.5480, 2.4364, -1.5136)  0.1026
H (-4.3076, 2.7539, -0.0672)  0.0638
H (-5.4839, 0.7507, 1.0942)  0.0940
H (-4.2955, -1.4373, 0.9338)  0.0928
H (4.8255, -2.0313, -0.7605)  0.1173

As for the LUMO energy: 0.72 eV. The relative energy (zero: lowest compared OMol25 entry of this formula, charge and spin) is 3.3355 eV. The SMILES is CC(C)[C@H](NC(=O)[C@@H](N)Cc1ccccc1)C(=O)O. Its total charge is 0. The value obtained for the strongest force on any atom is 5.710 eV/A. The HOMO-LUMO gap comes out at 9.88 eV.